Record 1
Here is a structure of composition C7H16N2O2 from the Open Molecules 2025 dataset. Energies are from ωB97M-V/def2-TZVPD.

As for the total charge: 0. For the HOMO energy, the calculation gives -8.98 eV. The HOMO-LUMO gap is 9.074 eV. Its lowest unoccupied orbital energy is 0.09 eV. The energy above the lowest of the compared OMol25 structures with the same formula, charge and spin comes out at 16.309 eV.

Atoms and positions in Å:
O -2.292 1.048 1.358
O -0.785 3.347 -2.811
N -1.401 0.131 1.558
N -0.346 0.128 0.573
C -0.924 1.920 -2.380
C 0.039 1.923 -1.019
C 0.711 -2.005 0.346
C 0.742 -0.567 1.194
C 2.398 -3.306 2.043
C 2.026 -2.942 0.391
C -0.577 0.562 -0.741
H 1.765 -0.065 1.118
H 1.332 -2.750 2.764
H 1.996 -3.771 -0.331
H 0.644 -0.562 2.252
H 3.823 -2.432 1.811
H -1.678 0.456 -0.784
H 2.736 -2.148 -0.033
H 0.726 -1.894 -0.787
H -0.294 1.090 -2.917
H -1.911 3.908 -3.349
H 2.730 -4.795 2.282
H -2.055 1.429 -2.075
H 1.220 1.583 -1.292
H -0.295 -0.187 -1.416
H -0.190 -2.927 0.552
H -0.202 2.585 -0.102

Record 2
Here is the ion C7H16N2P with charge +1 from the Open Molecules 2025 dataset. Energies are from ωB97M-V/def2-TZVPD.

As for the total charge: +1. For the HOMO energy, the calculation gives -12.58 eV. The HOMO-LUMO gap is 9.097 eV. Its lowest unoccupied orbital energy is -3.48 eV. Its SMILES is C=P[C@@H]1CN(C)CC[N@H+]1C. The energy above the lowest of the compared OMol25 structures with the same formula, charge and spin comes out at 2.918 eV.

Atoms and positions in Å:
P -2.897 0.330 -0.440
N 1.209 0.919 0.082
N -0.523 -1.310 -0.375
C -0.965 0.053 0.192
C 1.031 -1.399 -0.166
C -1.202 -2.454 0.207
C 2.279 1.945 0.155
C 1.738 -0.212 -0.675
C -0.192 1.352 -0.272
C -3.360 1.527 0.576
H 2.871 2.242 -0.742
H 1.776 2.966 0.384
H -0.838 -0.093 1.249
H -2.162 -2.177 0.476
H -0.596 -2.757 1.115
H -0.463 1.525 -1.266
H 1.370 -2.336 -0.668
H 2.778 -0.366 -0.537
H 1.068 -1.501 0.873
H -0.323 2.265 0.337
H -0.689 -1.278 -1.435
H -4.385 1.877 0.630
H -2.578 1.737 1.341
H -1.439 -3.256 -0.590
H 2.947 1.482 0.926
H 1.590 -0.112 -1.804

Record 3
Here is an isolated molecule of C7H16N2Si from the Open Molecules 2025 dataset. Energies are from ωB97M-V/def2-TZVPD.

As for the total charge: 0. For the HOMO energy, the calculation gives -9.00 eV. The HOMO-LUMO gap is 9.715 eV. Its lowest unoccupied orbital energy is 0.72 eV. Its SMILES is CN(C)[C@@H](C#N)[Si](C)(C)C. The energy above the lowest of the compared OMol25 structures with the same formula, charge and spin comes out at 0.245 eV.

Atoms and positions in Å:
Si -1.299 -0.138 0.012
N 1.523 -2.705 0.316
N 1.506 0.620 -0.143
C 1.115 -1.740 -0.097
C 0.657 -0.505 -0.511
C -1.638 1.698 -0.478
C -1.945 -0.396 1.741
C 2.732 0.658 -0.822
C -1.910 -1.448 -1.335
C 1.808 0.545 1.307
H 2.694 0.624 -1.886
H 3.450 0.060 -0.420
H -1.827 -0.763 -2.165
H 2.256 1.418 1.523
H -1.896 0.375 2.553
H -0.761 2.151 -0.891
H 2.368 -0.333 1.572
H -1.676 -1.317 2.190
H -1.156 -2.207 -1.397
H -2.957 -1.704 -1.310
H -2.433 1.618 -1.235
H 0.465 -0.542 -1.689
H -1.993 2.350 0.372
H -3.010 -0.419 1.496
H 0.844 0.475 1.963
H 3.083 1.627 -0.664